C25H43BrInN10O as an isolated structure, computed with ωB97M-V with the def2-TZVPD basis set.

```
81
Properties=species:S:1:pos:R:3:lowdin_charge:R:1
C -4.06126 -3.15989 1.04080 -0.1222
C -3.40952 -3.22364 2.43944 -0.4651
O -2.70289 -2.10155 2.84672 -0.4174
In -1.15107 -1.41741 1.60919 0.4940
C -1.59606 0.78178 1.33336 -0.3296
C -2.90777 1.05072 0.58671 -0.4178
C -2.64448 1.28399 -0.88489 -0.5972
Br -1.91570 3.09339 -1.17498 0.6348
H -5.13180 -3.28291 1.15372 0.0252
H -3.90822 -2.21714 0.53556 0.0227
H -3.73008 -4.00320 0.44503 0.0587
H -2.81623 -4.14883 2.50893 0.0856
H -4.23396 -3.35052 3.15531 0.0746
H -1.04798 -2.23258 0.04672 -0.1075
H 0.45816 -1.50868 2.38751 -0.1341
H -1.73837 1.14810 2.35040 -0.0048
H -0.76686 1.32723 0.89634 0.0029
H -3.40746 1.93670 0.98198 0.0744
H -3.60021 0.22117 0.69909 0.0830
H -1.87336 0.60913 -1.21576 0.0263
H -3.54112 1.17936 -1.47373 0.0484
C -1.38281 -3.07934 -3.68793 -0.0856
C -2.15596 -2.30998 -2.72091 -0.2638
N -2.74392 -1.70186 -1.94562 0.1605
H -0.40568 -3.29792 -3.27893 0.0407
H -1.89283 -4.01270 -3.91074 0.0738
H -1.26627 -2.50580 -4.60561 0.0807
C 3.24311 -4.20479 -3.83092 -0.0608
C 1.90802 -4.72543 -4.07500 -0.2499
N 0.83625 -5.11407 -4.21755 0.1420
H 3.92830 -4.53569 -4.60916 0.0821
H 3.17710 -3.11830 -3.83851 0.0274
H 3.60229 -4.54918 -2.86354 0.0891
C -0.07630 5.32122 -2.92579 -0.1289
C 1.08187 6.14752 -3.25028 -0.2908
N 1.99283 6.80003 -3.50579 0.1109
H 0.08520 4.81342 -1.97939 0.0124
H -0.96393 5.94537 -2.85054 0.0795
H -0.22881 4.57644 -3.70256 0.0789
C 4.93294 0.30277 -2.78935 -0.0774
C 3.72116 -0.38637 -3.20960 -0.2569
N 2.73491 -0.90694 -3.48631 0.1337
H 5.74710 0.09459 -3.48040 0.0826
H 4.74939 1.37365 -2.76789 0.0740
H 5.21699 -0.02373 -1.79319 0.0576
C 4.54695 3.63406 0.04608 -0.0666
C 5.47078 2.51467 -0.07604 -0.2675
N 6.16099 1.59906 -0.15642 0.1312
H 4.46418 3.93624 1.08544 0.0603
H 4.90450 4.47627 -0.54195 0.0823
H 3.56550 3.33423 -0.31454 0.0822
C -2.88249 2.85760 4.98668 -0.0572
C -1.73541 3.71986 4.73017 -0.2752
N -0.87254 4.45072 4.52662 0.1202
H -2.76508 2.38524 5.95963 0.0835
H -3.78321 3.46799 4.98922 0.0817
H -2.97238 2.08031 4.22958 0.0764
C 0.69349 7.24980 2.62781 -0.0357
C 2.01501 6.64437 2.54042 -0.0878
N 3.06601 6.18645 2.46168 0.1495
H 0.68091 8.17554 2.05562 0.0874
H -0.06119 6.57027 2.23890 0.0838
H 0.46706 7.46757 3.66889 0.0847
C 0.12946 -8.70772 -4.53345 -0.0777
C 0.73970 -10.02308 -4.68708 -0.2918
N 1.22242 -11.05860 -4.80930 0.1120
H 0.87768 -7.98250 -4.22274 0.0585
H -0.30011 -8.38739 -5.47959 0.0814
H -0.65550 -8.75018 -3.78197 0.0838
C 4.90414 6.36714 3.37914 -0.1408
C 5.95324 6.13106 2.39459 -0.2844
N 6.76578 5.93930 1.60477 0.1106
H 3.98997 5.86383 3.06913 -0.1371
H 5.21501 5.98164 4.34750 0.0842
H 4.71240 7.43439 3.46231 0.0898
C -5.31251 -6.20726 4.24863 -0.0729
C -5.93399 -5.66863 3.04729 -0.2816
N -6.40902 -5.20800 2.10897 0.1473
H -5.49921 -5.54006 5.08698 0.0824
H -5.72500 -7.18954 4.47052 0.0745
H -4.23868 -6.29182 4.09554 0.0817
```

## Properties
HOMO level: -4.60 eV
Charge: -1
Multiplicity: 1

***

An isolated molecule of C4H7NS3, computed with ωB97M-V with the def2-TZVPD basis set.

```
15
Properties=species:S:1:pos:R:3:lowdin_charge:R:1
S -3.15433 0.49521 -0.26769 0.6552
C -2.23574 -0.71931 -0.79848 -0.7054
N -0.79561 -0.66123 -0.71122 -0.0894
C -0.56179 0.17756 0.43742 -0.4099
C 0.75713 -0.04306 1.07779 -0.2551
C 2.05969 0.02505 0.09055 -1.1641
S 2.85692 -1.32453 -0.35991 0.6062
S 2.74326 1.53444 -0.67389 0.6354
H -2.81376 -1.34616 -1.75514 0.1260
H -0.21632 -1.50082 -1.19336 0.1951
H -0.50663 1.20578 0.01126 0.0997
H -1.53503 0.05994 1.14557 0.0923
H 0.82100 0.79937 1.79641 0.1094
H 1.00905 -1.15981 1.49251 0.1358
H 1.57217 2.45757 -0.29180 -0.0312
```

## Properties
HOMO level: -8.48 eV
Relative energy (zero: lowest compared OMol25 entry of this formula, charge and spin): 3.584 eV
Multiplicity: 1
Structure (SMILES): S=CNCCC(=S)S

***

An isolated molecule of C5H10P2S, computed with ωB97M-V with the def2-TZVPD basis set.

```
18
Properties=species:S:1:pos:R:3:lowdin_charge:R:1
C 0.73058 0.75443 0.19816 -0.8527
C -1.92860 -0.32239 0.11068 -0.9995
C -1.84780 -0.81296 1.51609 -0.2135
C 2.40971 -0.29994 -1.32150 -0.1259
C 1.95634 0.99611 -0.66059 -0.3808
P -0.82410 0.72734 -0.82849 0.6744
P -0.34301 2.16214 0.71422 0.6892
S -3.47994 -0.46590 -0.67672 0.6947
H 0.89535 -0.04209 0.92550 0.0645
H -0.85293 -0.66807 1.93066 0.0450
H -2.07975 -1.88095 1.53744 0.0738
H -2.56361 -0.30116 2.16378 0.0762
H 2.67668 -1.03836 -0.56714 0.0716
H 3.27372 -0.12719 -1.95803 0.0684
H 1.60219 -0.70576 -1.92982 0.0599
H 1.72117 1.74212 -1.42583 0.0871
H 2.76093 1.39804 -0.03766 0.1010
H -4.10694 -1.11540 0.30926 -0.1333
```

## Properties
HOMO level (alpha / beta): -6.84 / -9.09 eV
<S²>: 2.01
Relative energy (zero: lowest compared OMol25 entry of this formula, charge and spin): 0.000 eV
Multiplicity: 3

***

An isolated molecule of C4H7FOS, computed with ωB97M-V with the def2-TZVPD basis set.

```
14
Properties=species:S:1:pos:R:3:lowdin_charge:R:1
C 0.83471 0.93265 -1.46131 0.0436
C 0.55411 0.13854 -0.45818 -0.4796
C 1.30885 0.08844 0.81427 -0.1056
C -0.56786 -0.86208 -0.37922 -0.1358
O -2.01879 0.01231 1.95231 -0.4949
F -3.36653 -0.74751 0.01460 -0.3628
S -2.16440 0.25025 0.51615 0.9781
H 0.47783 1.13231 -2.47534 0.0718
H 1.78340 1.49922 -1.35917 0.0738
H 2.24690 0.66180 0.88218 0.0697
H 1.80663 -0.91276 1.18126 0.1228
H 0.63623 0.54617 1.63976 0.1052
H -0.37605 -1.65047 0.32208 0.0817
H -1.15506 -1.08886 -1.18939 0.0321
```

## Properties
HOMO level: -9.04 eV
Relative energy (zero: lowest compared OMol25 entry of this formula, charge and spin): 1.853 eV
Multiplicity: 1

***

A 7-piece molecular cluster, C21H46N9O9 overall, computed with ωB97M-V with the def2-TZVPD basis set.

```
85
Properties=species:S:1:pos:R:3:lowdin_charge:R:1
O 2.02134 4.71000 -8.53385 0.1441
N 2.13924 3.78284 -9.22111 0.0519
O 1.91134 2.59537 -8.41915 -0.0289
C 3.11865 2.34966 -7.78665 -0.2534
C 4.26076 1.91502 -8.54723 0.1316
N 5.21852 1.84867 -7.51734 -0.1396
O 6.53754 1.52341 -7.59044 0.0864
C 4.73243 2.17170 -6.27640 0.0394
N 3.41170 2.48875 -6.42788 0.2163
H 4.40075 1.68650 -9.61997 0.1617
H 7.02200 2.37797 -7.58230 0.1564
H 5.39279 2.14593 -5.38859 0.1654
H 2.78684 2.77505 -5.65497 0.1459
C 4.69321 3.17812 -2.66398 -0.0061
C 3.18580 3.13707 -2.68999 -0.5288
O 2.54171 3.25124 -3.74711 -0.0367
N 2.54410 2.97307 -1.53072 0.0357
C 3.11489 2.82337 -0.20317 -0.0391
H 5.06796 3.31841 -3.67685 0.0452
H 5.03703 4.01307 -2.05265 0.0937
H 5.08938 2.23856 -2.27492 0.0938
H 1.52921 2.95512 -1.62271 0.0931
H 2.78551 1.86826 0.20653 0.0582
H 2.73301 3.63004 0.42423 0.0961
H 4.20115 2.85658 -0.21591 0.0789
C -2.58191 3.44850 -1.24360 0.0031
C -1.19782 4.01391 -1.41039 -0.5166
O -0.19492 3.39816 -1.05440 0.0044
N -1.07652 5.23890 -1.97072 0.0222
C -2.13094 6.11150 -2.44868 -0.0759
H -2.51446 2.46503 -0.78193 0.0850
H -3.17734 4.09542 -0.59597 0.0843
H -3.06483 3.34155 -2.21651 0.0885
H -0.12016 5.55235 -2.04940 0.1434
H -1.96151 6.30746 -3.51014 0.0830
H -2.07309 7.05156 -1.89919 0.0801
H -3.11543 5.67561 -2.31344 0.0640
C -6.83028 6.77373 -0.50283 -0.0081
C -5.45354 7.35848 -0.68089 -0.5459
O -4.44350 6.75688 -0.33820 0.0121
N -5.35238 8.59223 -1.24070 0.0059
C -6.41900 9.45683 -1.70769 -0.0727
H -6.74542 5.78993 -0.04536 0.0841
H -7.42807 7.40917 0.15287 0.0879
H -7.32170 6.66354 -1.47125 0.0862
H -4.40049 8.91634 -1.32656 0.1381
H -6.26218 9.65853 -2.76898 0.0840
H -6.36823 10.39798 -1.15721 0.0857
H -7.39852 9.00931 -1.56677 0.0751
C 1.77224 -1.24063 0.59706 -0.0074
C 2.41576 -0.71355 1.85415 -0.5461
O 2.95276 0.38979 1.89639 0.0019
N 2.38867 -1.49737 2.95683 0.0114
C 1.80753 -2.82186 3.10807 -0.0716
H 1.87469 -0.50159 -0.19617 0.0711
H 2.26546 -2.16058 0.27830 0.0867
H 0.70938 -1.42177 0.76492 0.0869
H 2.83834 -1.07738 3.75684 0.1412
H 1.05196 -2.77647 3.89491 0.0872
H 2.59299 -3.51088 3.41124 0.0621
H 1.35109 -3.17739 2.18901 0.0778
C 2.94169 -6.04586 6.20925 -0.0103
C 2.11278 -6.27535 4.97180 -0.5406
O 2.32958 -5.67267 3.92458 -0.0017
N 1.10501 -7.17738 5.04028 0.0241
C 0.69411 -7.98268 6.17309 -0.0931
H 3.70492 -5.29931 5.99656 0.0810
H 2.31299 -5.67591 7.02109 0.0843
H 3.43715 -6.97096 6.50821 0.0854
H 0.59527 -7.27738 4.17429 0.1385
H 0.76839 -9.03121 5.89177 0.0753
H -0.34433 -7.74962 6.39954 0.0658
H 1.30749 -7.79808 7.05210 0.0756
C -2.90882 -10.84019 3.89777 -0.0068
C -2.49087 -9.72084 4.81482 -0.5282
O -1.32710 -9.34582 4.89304 0.0107
N -3.44938 -9.12322 5.56891 0.0085
C -4.86779 -9.42021 5.61843 -0.0723
H -2.03554 -11.21280 3.36598 0.0849
H -3.33790 -11.66092 4.47535 0.0874
H -3.63131 -10.47728 3.16457 0.0867
H -3.09401 -8.38394 6.15680 0.1398
H -5.42012 -8.52034 5.34138 0.0845
H -5.12881 -9.69475 6.64213 0.0852
H -5.13884 -10.23033 4.94775 0.0749
```

## Properties
HOMO level: -10.16 eV
Charge: +1
Multiplicity: 1

***

A 2-piece molecular cluster, C5H12NO2 overall, computed with ωB97M-V with the def2-TZVPD basis set.

```
20
Properties=species:S:1:pos:R:3:lowdin_charge:R:1
O -0.99924 -0.14208 -1.74958 0.0213
C -2.07308 -0.34751 -1.19946 -0.1946
C -2.30458 -0.10569 0.26439 -0.1485
C -1.22948 0.67610 0.99781 -0.1752
C 0.14437 0.11326 1.04555 -0.0726
C 1.28296 0.68521 1.38254 -0.0915
N 2.57103 0.04244 1.18476 0.1967
H -2.85953 -0.68196 -1.89402 0.1376
H -3.26664 0.38823 0.32989 0.1274
H -2.41205 -1.12239 0.65067 0.1335
H -1.22134 1.64720 0.48255 0.1384
H -1.58885 0.97214 1.98641 0.1342
H 0.12746 -0.89299 0.61893 0.1291
H 1.27810 1.69817 1.77324 0.1407
H 3.21957 0.11458 1.95484 0.1729
H 3.00941 0.34460 0.30485 0.1641
H 2.41626 -0.91596 0.85062 0.1631
H 1.70176 -1.17554 -2.37656 0.0935
H 1.01530 -0.04770 -1.65865 -0.0094
O 1.74802 -0.63204 -1.54697 -0.0609
```

## Properties
HOMO level: -13.47 eV
Charge: +1
Relative energy (zero: lowest compared OMol25 entry of this formula, charge and spin): 1.409 eV
Multiplicity: 1

***

A 2-piece molecular cluster, C5H14 overall, computed with ωB97M-V with the def2-TZVPD basis set.

```
19
Properties=species:S:1:pos:R:3:lowdin_charge:R:1
C -1.18940 0.81159 -1.80459 -0.1245
C -0.02821 -0.18050 -1.77346 -0.3333
C -0.51735 -1.59214 -1.58238 -0.1359
H -1.64950 0.86526 -0.81428 0.0699
H -0.82051 1.80690 -2.04389 0.0650
H -1.91206 0.51663 -2.56179 0.0687
H 0.51943 -0.10864 -2.72035 0.0980
H 0.74564 0.16539 -1.08187 0.0876
H 0.23562 -2.38734 -1.60521 0.0706
H -1.03674 -1.75834 -0.65015 0.0597
H -1.27540 -1.84682 -2.32982 0.0721
C 0.73520 -0.29782 2.34117 -0.1695
C 0.97942 1.20341 2.45978 -0.1712
H -0.32122 -0.53641 2.31573 0.0628
H 1.31394 -0.61366 1.46669 0.0562
H 1.22618 -0.90705 3.08935 0.0529
H 0.36058 1.66242 3.22208 0.0563
H 0.62176 1.66486 1.53648 0.0516
H 2.01262 1.53226 2.53651 0.0631
```

## Properties
HOMO level: -11.28 eV
Relative energy (zero: lowest compared OMol25 entry of this formula, charge and spin): 0.259 eV
Multiplicity: 1
Structure (SMILES): CCC.CC

***

C22H27N3NaO5PS as an isolated structure, computed with ωB97M-V with the def2-TZVPD basis set.

```
60
Properties=species:S:1:pos:R:3:lowdin_charge:R:1
Na -0.63626 1.38191 -0.42906 0.3684
O -0.33416 -0.55079 -0.47876 -0.1173
C -0.43446 -0.43139 -1.72576 -0.8047
O -1.40716 0.06241 -2.30426 -0.0093
C 0.84754 -0.65329 -2.51696 -0.2153
P 1.80924 0.76371 -1.84196 1.0971
C 3.36754 0.48611 -2.76616 -0.3583
C 3.31284 0.62421 -4.15116 -0.1114
C 4.44224 0.41961 -4.91786 -0.0860
C 5.64264 0.08751 -4.31036 -0.0891
C 5.70724 -0.02629 -2.93266 -0.0820
C 4.57774 0.17101 -2.15766 -0.0795
C 2.34594 0.20911 -0.18736 -0.4038
C 2.71594 1.22451 0.69004 -0.1205
C 3.19144 0.92581 1.95484 -0.1030
C 3.28544 -0.39679 2.35914 -0.0905
C 2.90604 -1.41289 1.49384 -0.0785
C 2.45394 -1.11509 0.22144 -0.0782
H 0.69174 -0.52089 -3.58866 0.0907
H 1.33844 -1.60499 -2.31856 0.0901
H 2.37614 0.89161 -4.62466 0.1015
H 4.39454 0.52431 -5.99016 0.1026
H 6.53044 -0.06689 -4.90636 0.1020
H 6.64464 -0.26849 -2.45316 0.1036
H 4.63594 0.07751 -1.08026 0.0985
H 2.65934 2.25661 0.35564 0.1024
H 3.49294 1.72461 2.61954 0.1054
H 3.65424 -0.63559 3.34684 0.1049
H 2.96704 -2.44449 1.81184 0.1103
H 2.16664 -1.91769 -0.43976 0.1082
N -3.28216 -0.31539 -0.01476 0.0365
C -4.05326 0.91431 0.10404 -0.2250
C -3.79616 1.96011 -0.98636 -0.2465
N -2.55886 2.71991 -0.77626 -0.0099
H -2.35116 -0.22699 0.38564 0.0582
H -3.12296 -0.52339 -0.99766 0.0921
H -4.08896 -1.63479 0.49514 0.0226
H -3.87426 1.35441 1.08984 0.1019
H -5.10916 0.63331 0.03664 0.1207
H -4.67026 2.62971 -1.04726 0.1152
H -3.70956 1.42941 -1.93616 0.1121
H -2.76706 3.52181 -0.18856 0.0860
H -2.27676 3.08511 -1.67986 0.0868
N -0.27726 1.31451 2.95654 0.1171
C -1.19516 0.27181 2.98644 -0.3219
C -2.53626 0.53091 3.27694 -0.0418
C -3.48076 -0.46889 3.14494 -0.0693
C -3.07906 -1.72549 2.74264 -0.2964
C -1.74916 -2.01619 2.51044 -0.0393
C -0.79946 -1.02289 2.64174 -0.0145
S -4.31346 -2.91679 2.27594 0.5986
O -4.62056 -2.44149 0.80024 -0.1948
O -3.73356 -4.22509 2.23784 -0.2857
O -5.49546 -2.74369 3.06884 -0.2885
H -0.48986 2.09031 3.56704 0.0949
H 0.68324 1.01511 3.03024 0.0704
H -2.82636 1.53101 3.56994 0.1136
H -4.52946 -0.29349 3.32964 0.1238
H -1.48626 -3.01809 2.21384 0.1217
H 0.24344 -1.21399 2.43084 0.1034
```

## Properties
HOMO level: -8.71 eV
Relative energy (zero: lowest compared OMol25 entry of this formula, charge and spin): 1.228 eV
Multiplicity: 1